Record 1
Entry from the OMol25 dataset: a structure of composition C7H15N4OS at a distorted geometry (the ωB97M-V functional and the def2-TZVPD basis).

**Charge**: +1
**2S+1**: 1
**Energy above the lowest of the compared OMol25 structures with the same formula, charge and spin**: 2.584 eV
**Kohn-Sham gap (spin up / spin down)**: 8.648 / 8.649 eV
**E_HOMO (spin up / spin down)**: -12.426 / -12.427 eV
**LUMO (spin up / spin down)**: -3.778 / -3.777 eV

```
28
C7H15N4OS, DFT the ωB97M-V functional and the def2-TZVPD basis
C -0.65 -0.81 1.03
C -0.27 1.33 -0.29
C -1.09 0.64 0.79
C 0.82 -0.54 -1.29
C -2.54 0.67 0.26
C 1.13 -1.69 -2.12
C 2.88 -0.46 0.96
N 0.19 -1.46 0.34
N -0.11 0.45 -1.43
N -1.02 -1.38 2.22
N -0.94 2.55 -0.74
O 1.07 1.54 0.20
S 2.27 0.50 -0.40
H -1.07 1.03 1.78
H -3.01 1.65 0.35
H -3.06 -0.06 0.76
H -2.48 0.42 -0.80
H 1.65 -2.41 -1.47
H 1.75 -1.43 -3.07
H 0.30 -2.32 -2.33
H 3.26 0.26 1.83
H 3.82 -0.91 0.58
H 2.07 -1.16 1.33
H -0.37 0.75 -2.31
H -1.82 -0.95 2.70
H -0.89 -2.42 2.24
H -1.50 3.03 0.05
H -0.42 3.17 -1.20
```

***

Record 2
Entry from the OMol25 dataset: a structure of composition C41H29N10O4ScSe2 at a distorted geometry (the ωB97M-V functional and the def2-TZVPD basis).

**Charge**: 0
**2S+1**: 1
**Energy above the lowest of the compared OMol25 structures with the same formula, charge and spin**: 6.774 eV
**Kohn-Sham gap**: 4.432 eV
**E_HOMO**: -5.976 eV
**LUMO**: -1.544 eV

```
87
C41H29N10O4ScSe2, DFT the ωB97M-V functional and the def2-TZVPD basis
Sc 0.16 0.57 -0.38
C 4.07 5.12 -3.20
C 2.92 5.58 -3.83
C 1.67 5.13 -3.46
C 1.59 4.17 -2.45
C 0.49 3.43 -1.89
N -0.79 3.69 -2.16
C -1.71 2.83 -1.77
C -3.15 3.01 -1.69
C -3.95 4.11 -1.95
C -5.31 3.99 -1.75
C -5.86 2.81 -1.26
C -5.06 1.71 -0.96
C -3.70 1.80 -1.19
C -2.55 0.93 -0.96
N -2.76 -1.27 0.10
C -2.34 -2.43 2.28
N -1.52 -1.18 2.22
C -0.25 -1.51 2.79
N 0.83 -0.85 2.91
C 1.59 0.11 2.43
N 1.54 0.73 1.22
C 2.75 1.40 1.04
N 3.12 2.19 0.05
C 2.33 2.71 -0.86
N 0.97 2.52 -0.98
C 2.76 3.71 -1.81
C 4.01 4.19 -2.17
C 3.58 1.19 2.19
C 4.87 1.61 2.52
C 5.36 1.28 3.77
C 4.58 0.57 4.69
C 3.31 0.14 4.37
C 2.82 0.43 3.10
C -0.31 -2.85 3.33
C 0.68 -3.56 4.00
C 0.42 -4.88 4.32
C -0.79 -5.47 3.97
C -1.78 -4.77 3.31
C -1.52 -3.45 2.97
N -1.41 1.58 -1.37
H 5.04 5.50 -3.51
H 3.01 6.29 -4.64
H 0.78 5.50 -3.94
H -3.50 5.02 -2.31
H -5.96 4.83 -1.96
H -6.93 2.73 -1.12
H -5.51 0.82 -0.56
H 4.89 3.84 -1.66
H 5.45 2.18 1.82
H 6.36 1.58 4.05
H 4.99 0.36 5.67
H 2.70 -0.39 5.08
H 1.62 -3.08 4.23
H 1.16 -5.46 4.85
H -0.96 -6.51 4.22
H -2.72 -5.24 3.05
O -3.76 -2.89 4.82
C -4.48 -2.91 3.68
O -5.62 -3.29 3.68
C -3.81 -2.39 2.47
C -4.60 -1.94 1.47
N -4.14 -1.29 0.39
N -2.18 -0.19 -0.40
C -1.84 -1.93 0.97
C -0.58 -2.41 0.18
O -0.42 -3.59 -0.03
O 0.18 -1.44 -0.17
H -2.87 -2.52 4.69
H -5.68 -2.02 1.57
H -4.71 -1.24 -0.45
C 2.82 0.73 -3.49
Se 1.44 -0.41 -2.66
C 2.61 -1.95 -2.24
C 2.46 -3.04 -3.27
Se 0.61 -3.76 -3.25
C 0.96 -5.30 -2.09
H 3.54 1.05 -2.73
H 2.31 1.60 -3.90
H 3.31 0.18 -4.29
H 2.30 -2.29 -1.25
H 3.64 -1.57 -2.20
H 3.13 -3.88 -3.06
H 2.65 -2.67 -4.28
H 1.66 -5.97 -2.59
H 0.01 -5.80 -1.93
H 1.34 -4.95 -1.14
```